{"formula": "C5H12OS", "method": "ωB97M-V/def2-TZVPD", "homo_energy_ha": -0.315, "molar_mass_da": 120.22, "multiplicity": 1, "relative_energy_kcal_mol": 1.9, "fmax_ev_per_a": 2.164, "smiles": "C1CCSCC1.O", "total_charge": 0, "homo_lumo_gap_ha": 0.3419, "elements": ["C", "C", "C", "S", "C", "C", "H", "H", "H", "H", "H", "H", "H", "H", "H", "H", "O", "H", "H"], "positions_angstrom": [[0.3865, 0.3846, 1.6393], [0.3978, 1.0659, 0.3210], [-0.8170, 0.6496, -0.4859], [-0.9286, -1.1205, -0.8182], [-0.7707, -1.7644, 0.8459], [0.4701, -1.1587, 1.6297], [-0.4764, 0.6660, 2.2731], [1.3045, 0.7481, 2.1400], [1.2754, 0.7423, -0.2710], [0.4660, 2.1631, 0.4515], [-0.8690, 1.1318, -1.4810], [-1.7573, 0.8817, 0.0501], [-0.6747, -2.8646, 0.7692], [-1.7173, -1.5453, 1.3763], [0.4952, -1.4871, 2.6866], [1.4003, -1.5126, 1.1451], [0.5357, 1.1566, -4.4562], [0.2439, 0.2885, -4.0964], [1.0356, 1.5751, -3.7191]], "forces_ev_per_angstrom": [[1.261, -0.515, 1.681], [-0.123, -0.018, -1.389], [-1.094, 0.469, -0.278], [0.501, -0.228, -0.561], [0.631, -0.022, 1.307], [-0.896, -0.049, -0.743], [0.280, 0.109, -0.396], [-0.489, -0.177, 0.291], [-0.104, 0.214, 0.385], [-0.212, -0.463, -0.151], [0.018, -0.188, 0.484], [0.428, 0.298, -0.183], [-0.097, 0.572, -0.054], [0.486, -0.109, -0.019], [-0.180, -0.105, -0.565], [-0.411, 0.243, 0.150], [0.185, -0.415, 1.147], [0.343, 0.889, -0.329], [-0.526, -0.505, -0.777]]}